Below is a molecular structure, C17H26BeCaClF2KLi2N3O18PS4, with properties calculated with the ωB97M-V functional and the def2-TZVPD basis.

Last column: Mulliken charge in e.
Positions of all 77 atoms, in Å:
C -2.7535 -0.8558 0.1102  -1.02
C -2.1520 -0.5398 -1.3012  -0.04
C -0.9502 -1.4923 -1.4910  -0.32
N -0.3219 -1.3646 -2.8289  -0.33
C 0.6755 -0.3367 -2.7881  0.01
C 1.9051 -0.5383 -2.2175  -1.04
C 2.8367 0.5777 -2.2033  -0.12
C 4.1755 0.3488 -1.5591  0.01
O 4.2270 -0.2946 -0.5383  -0.47
O 5.3179 0.8418 -2.0671  -0.49
C 2.4297 1.8071 -2.7633  0.65
C 3.2915 3.0766 -2.7588  -0.55
C 2.4201 4.0113 -1.9577  0.46
O 2.0944 5.1118 -2.2346  -0.44
Cl 1.8244 3.1436 -0.4315  -0.36
C 1.1940 1.9356 -3.3115  -0.68
N 0.3212 0.8418 -3.3169  0.16
H -3.8117 -0.5938 0.1802  0.32
H -2.1469 -0.3372 0.8670  0.27
H -2.6075 -1.9309 0.2686  0.30
H -2.8945 -0.6909 -2.0877  0.25
H -1.8013 0.5071 -1.3001  0.11
H -0.2524 -1.2631 -0.6592  -0.05
H -1.2714 -2.5290 -1.3511  0.53
H 0.1866 -2.2236 -3.0204  0.42
H 2.1314 -1.5113 -1.7935  0.44
H 5.3203 0.8381 -3.0345  0.39
H 3.3579 3.4713 -3.7764  0.35
H 4.2842 2.9340 -2.3210  0.47
H 0.8548 2.8807 -3.7210  0.48
H -0.5973 0.9768 -3.7112  0.32
N -7.5915 -0.1067 3.0147  -0.43
S -7.0678 -0.9444 1.7766  1.21
O -7.2337 -2.3603 1.8346  -0.59
O -5.8715 -0.4564 1.1456  -0.57
F -8.1777 -0.5491 0.7180  -0.26
S -6.7190 -0.3428 4.3110  1.24
O -7.3571 0.1366 5.4696  -0.56
O -5.2887 -0.0732 4.2106  -0.66
F -6.7680 -1.8915 4.5116  -0.23
O 8.1421 0.9664 2.9176  -0.52
P 6.9246 0.4175 2.1904  0.98
O 6.5026 -0.8873 2.8586  -0.53
O 7.3120 0.1753 0.7334  -0.41
O 5.7468 1.3622 2.2207  -0.49
Li -5.5449 1.6484 3.4885  0.91
C -9.7676 -3.5030 -2.8571  -0.72
S -8.5844 -2.6930 -1.7451  0.62
O -7.6374 -1.9452 -2.5894  -0.58
C -7.7481 -4.2087 -1.2162  -1.51
H -10.3754 -2.7353 -3.3324  0.31
H -9.2308 -4.0701 -3.6306  0.18
H -10.4134 -4.1664 -2.2687  0.19
H -7.3423 -4.7240 -2.0704  0.57
H -8.4559 -4.8563 -0.6900  0.39
H -6.9387 -3.9329 -0.5375  0.52
O 11.2197 5.2028 -0.8242  -0.59
C 11.0734 4.2815 -0.0726  0.48
O 10.0017 4.1498 0.7394  -0.35
C 10.1707 2.9980 1.5960  0.08
C 11.1689 2.1128 0.8742  -0.46
C 12.0410 3.1356 0.1518  -0.35
H 10.5404 3.3375 2.5660  0.21
H 9.2144 2.5051 1.7377  -0.09
H 11.7195 1.4540 1.5426  0.36
H 10.6502 1.4905 0.1423  0.20
H 12.8642 3.4861 0.7763  0.24
H 12.4175 2.7558 -0.7943  0.28
Ca 1.2449 0.6469 -0.1034  1.45
O -6.0620 -0.8361 6.8446  -0.31
S -4.9639 -1.5341 7.5341  1.23
O -4.0625 -0.5838 8.1873  -0.40
O -4.1980 -2.3052 6.5523  -0.41
O -5.5399 -2.4112 8.5542  -0.38
K -6.9598 -6.0538 -2.8049  0.89
Li -10.5317 -6.4568 -3.2619  0.79
Be 0.1899 5.5624 -1.2825  0.04

Values from the calculation:
Gap between HOMO and LUMO, eV: 1.1
Net charge: +2
E_HOMO, eV: -10.06
Spin multiplicity: 1

***

Below is 7 unconnected molecules or ions with the total composition C27H65N7O5, with properties calculated with the ωB97M-V functional and the def2-TZVPD basis.

Last column: Mulliken charge in e.
Positions of all 104 atoms, in Å:
C 1.3933 -2.3866 -3.2588  -0.70
C 0.5326 -3.6344 -3.4110  -0.51
N 0.3036 -4.3042 -2.1354  0.63
C -0.9917 -4.9757 -2.0716  -0.47
C -2.1632 -4.0117 -2.1642  -1.24
C 1.4321 -5.1284 -1.7100  -0.58
C 1.9289 -6.2119 -2.6845  -1.22
H 2.3902 -2.6693 -2.9019  0.26
H 1.0392 -1.7064 -2.4761  -0.11
H 1.5189 -1.7276 -4.1195  0.30
H -0.4119 -3.2807 -3.8277  0.25
H 0.9756 -4.2774 -4.1803  0.33
H -1.1558 -5.8095 -2.7692  0.15
H -0.9825 -5.3748 -1.0513  0.41
H -2.4922 -3.7358 -3.1681  0.43
H -3.0353 -4.4301 -1.6552  0.42
H -1.9919 -3.0514 -1.6718  0.18
H 1.1178 -5.5443 -0.7486  0.51
H 2.2499 -4.4492 -1.4524  0.06
H 2.4631 -5.7745 -3.5240  0.32
H 1.1149 -6.8626 -2.9936  0.26
H 2.6631 -6.7662 -2.0950  0.44
C 3.7021 -1.4356 1.1387  -1.26
C 3.2348 -0.0371 0.7049  0.22
N 3.6553 1.0933 1.5202  0.69
C 5.1358 1.1813 1.5794  -0.66
C 5.5877 2.6148 1.8464  -1.29
C 3.1585 1.0254 2.9110  -0.95
C 1.6751 1.4609 2.9224  -0.65
H 4.7517 -1.6961 1.0482  0.33
H 3.0768 -2.1322 0.5706  0.23
H 3.3355 -1.5797 2.1570  0.33
H 3.3980 0.2184 -0.3486  0.53
H 2.1411 -0.1070 0.6638  -0.67
H 5.4762 0.4500 2.3223  0.39
H 5.5452 0.8398 0.6242  0.45
H 4.9357 3.2546 1.2503  0.27
H 5.5387 2.8553 2.9065  0.32
H 6.5981 2.8315 1.4975  0.40
H 3.6225 1.8250 3.4894  0.38
H 3.3591 0.0917 3.4442  0.38
H 1.6871 2.4792 2.5293  0.25
H 1.4012 1.5310 3.9764  0.49
H 1.0235 0.8945 2.2668  -0.16
C -2.6081 5.2829 -0.5621  -0.87
N -1.9416 6.3159 0.1819  -0.20
C -1.8428 6.3564 1.5313  0.83
C -1.0767 7.5297 2.1264  -1.12
O -2.2992 5.4812 2.2579  -0.63
H -1.9893 4.7099 -1.2533  0.27
H -3.4004 5.7105 -1.1828  0.34
H -3.1042 4.5861 0.1075  0.31
H -1.5350 7.1104 -0.2836  0.17
H -1.8225 8.1981 2.5636  0.28
H -0.5649 8.1206 1.3606  0.34
H -0.3572 7.2850 2.8998  0.29
C -1.8174 2.7854 3.9752  -0.62
N -3.0539 3.1233 4.6311  0.04
C -3.8092 2.2404 5.2909  0.57
C -3.6244 0.7473 5.0499  -0.94
O -4.6693 2.6052 6.1023  -0.71
H -1.5180 3.3272 3.0753  0.17
H -1.7366 1.7419 3.6797  0.15
H -0.9344 3.0245 4.5913  0.31
H -3.0474 4.0822 4.9416  0.22
H -3.6371 0.5082 3.9853  0.25
H -4.4390 0.2200 5.5301  0.33
H -2.6579 0.4949 5.4902  0.30
C -1.7977 -3.7914 2.1650  -0.32
N -3.2208 -4.0235 2.2607  -0.16
C -4.1192 -3.0366 2.2391  0.68
C -5.6021 -3.3933 2.2293  -1.23
O -3.8025 -1.8531 2.1805  -0.57
H -1.5442 -2.9446 2.8018  0.25
H -1.4721 -3.5256 1.1552  -0.20
H -1.3041 -4.7006 2.5028  0.39
H -3.5670 -4.9554 2.1062  0.23
H -5.9167 -3.6484 3.2415  0.31
H -5.8269 -4.2308 1.5624  0.40
H -6.1865 -2.5577 1.8602  0.30
C 0.1148 1.8148 -4.9830  -0.60
N 0.5404 0.9377 -6.0546  -0.15
C 1.8412 0.6916 -6.3136  0.69
C 2.1309 -0.0452 -7.5905  -1.04
O 2.7386 1.1328 -5.6108  -0.65
H -0.9297 2.0479 -5.1768  0.40
H 0.7465 2.6904 -4.8587  0.29
H 0.1226 1.3339 -3.9999  -0.09
H -0.1513 0.6189 -6.7063  0.24
H 1.2661 -0.4063 -8.1478  0.34
H 2.6747 -0.9643 -7.3428  0.27
H 2.8323 0.4892 -8.2265  0.29
C 0.7010 2.4899 -0.4789  -0.43
N 0.0232 1.1984 -0.6610  0.27
C -0.7242 0.5285 0.2533  -0.16
C -0.8434 -0.9711 0.0730  -0.23
O -1.2365 1.0447 1.2291  -0.58
H 0.1135 3.2174 0.0743  0.13
H 0.9684 2.7580 -1.4985  0.30
H 1.6088 2.2413 0.0755  -0.02
H 0.0247 0.7591 -1.5653  0.05
H -1.8887 -1.1831 -0.1551  0.42
H -0.5483 -1.4504 1.0053  0.05
H -0.2181 -1.4464 -0.6862  -0.04

Values from the calculation:
Gap between HOMO and LUMO, eV: 8.6
SMILES string: CCN(CC)CC.CCN(CC)CC.CNC(C)=O.CNC(C)=O.CNC(C)=O.CNC(C)=O.CNC(C)=O
E_HOMO, eV: -8.29
Spin multiplicity: 1

***

Below is a molecular structure, C5H8ClN3O3S2, with properties calculated with the ωB97M-V functional and the def2-TZVPD basis.

Last column: Mulliken charge in e.
Positions of all 22 atoms, in Å:
C -0.4357 2.1139 -0.0909  0.54
C -0.6732 -2.3423 -0.3438  0.86
C 0.7950 1.7981 -0.6553  -0.01
C -0.9062 3.4835 -0.0050  -1.32
C -1.3938 -3.5753 0.0825  -1.33
N -1.1662 1.0908 0.2268  -1.05
N -0.6057 -0.0283 -0.0827  1.04
N -1.2691 -1.2133 0.1622  -0.39
O 0.2869 -2.1583 -1.0594  -0.60
O 1.8647 -0.1503 1.1756  -0.48
O 4.0225 -1.2378 1.3189  -0.46
S 0.9042 0.1197 -0.8396  0.12
S 3.3508 0.0465 1.1940  0.65
Cl 3.4950 0.4868 -1.1194  -0.49
H 1.4578 2.5619 -0.9505  0.44
H -0.2186 4.1284 0.7193  0.25
H -1.8743 3.3779 0.2967  0.44
H -0.9875 4.0368 -0.9041  0.34
H -0.5680 -4.3083 0.2644  0.33
H -1.8242 -3.5004 0.9735  0.46
H -2.0382 -3.8077 -0.6287  0.37
H -2.2162 -0.9222 0.2654  0.28

Values from the calculation:
Gap between HOMO and LUMO, eV: 8.2
E_HOMO, eV: -8.90
Spin multiplicity: 1

***

Below is a single C3H7N3O molecule, with properties calculated with the ωB97M-V functional and the def2-TZVPD basis.

Last column: Mulliken charge in e.
Positions of all 14 atoms, in Å:
H 2.6389 0.8550 0.5894  0.22
N 2.6195 -0.1565 0.1851  -0.67
C 1.4705 -0.6280 -0.0908  0.19
N 0.2266 -0.0447 -0.1379  0.05
C -0.0776 1.2613 -0.0303  0.05
N -1.2805 1.7383 -0.0051  -0.60
H -1.1426 2.7463 -0.0259  0.25
O -0.8586 -0.8403 -0.5723  -0.29
C -1.7368 -1.2364 0.4017  -0.59
H 1.4571 -1.6632 -0.3921  0.40
H 0.8410 1.7969 0.3302  0.14
H -1.2197 -1.7872 1.1550  0.28
H -2.1917 -0.4254 0.9622  0.27
H -2.4092 -1.9404 -0.0192  0.28

Values from the calculation:
Gap between HOMO and LUMO, eV: 10.3
SMILES string: [H]/N=C\N(/C=N/[H])OC
E_HOMO, eV: -9.46
Spin multiplicity: 1

***

Calculated relative energy (zero: lowest compared OMol25 entry of this formula, charge and spin) in order - 46.3 0.0 40.6 90.8 kcal per mole
Calculated strongest force on any atom in order - 6.63 2.34 6.25 2.94 eV/Å
Calculated E_LUMO in order - -8.989 0.345 -0.661 0.850 eV